No. 1
C18H35BaF5NO8Te as an isolated structure at a distorted geometry, computed with ωB97M-V/def2-TZVPD.

```
! wB97M-V def2-TZVPD RIJCOSX def2/J DEFGRID3
* xyz 1 1
Ba -0.7423 -0.0967 0.3128
Te -2.8339 -2.6166 -2.0245
F -4.0549 -1.5013 -1.0931
F -4.2533 -3.0100 -3.1343
F -1.8367 -3.7167 -3.1322
F -2.5496 -1.1361 -3.1530
F -3.4091 -4.0510 -0.9944
O 0.5853 0.0352 3.1650
O -1.4672 -2.1749 -0.9449
O -2.5900 1.2235 1.5791
O -1.5452 1.7656 -1.2801
O 1.0193 2.3539 -1.4733
O 0.4598 2.4022 1.3804
O -1.4935 -1.5048 2.4124
O 1.8325 -0.4558 0.2014
N 3.2283 -0.4554 -1.5410
C 1.3684 3.4070 -0.5846
C 2.2315 -2.9074 -2.6437
C 4.0535 -1.1472 -2.5250
C -3.2626 1.9300 0.5127
C 2.8485 -3.5020 -1.3774
C 3.0340 -2.4993 -0.2056
C -2.8934 1.4789 -0.9022
C -2.8572 -1.2253 2.1104
C -0.4011 -0.2386 4.1489
C 1.2485 1.2727 3.3962
C 3.2208 -2.0480 -3.4347
C -3.3238 0.2223 2.3138
C -1.0836 -1.5332 3.7746
C 2.6530 -1.0694 -0.5033
C -1.2742 2.9310 -2.0408
C 0.4855 2.4374 2.8031
C 0.1589 2.7664 -2.5242
C 1.6763 2.8390 0.7731
H -0.5584 2.4137 3.1191
H 0.1922 1.9731 -3.2705
H -3.0080 2.9830 0.6394
H -4.3813 0.2531 2.0403
H 3.8113 -3.9523 -1.6281
H 1.8673 -3.7132 -3.2810
H 2.6841 -1.4443 -4.1698
H 4.5952 -0.3959 -3.0965
H -1.9323 -1.7327 4.4337
H -1.1256 0.5826 4.2049
H -3.0163 0.4014 -1.0355
H 0.9193 3.3829 3.1453
H -2.9902 -1.5714 1.0806
H 1.3983 1.4307 4.4693
H 2.1340 3.6250 1.3824
H 2.2436 3.9438 -0.9668
H 0.0629 -0.3428 5.1363
H 0.5457 4.1210 -0.4878
H 2.8724 0.4698 -1.7430
H 2.2298 1.1829 2.9292
H -3.5832 1.9482 -1.6075
H 2.2148 -4.3145 -1.0251
H 4.0719 -2.4947 0.1389
H 2.4240 -2.7888 0.6470
H 1.3430 -2.3243 -2.3795
H -0.3780 -2.3595 3.8568
H 2.3759 2.0032 0.6853
H 0.5111 3.6939 -2.9868
H -3.5167 -1.8518 2.7197
H 3.9081 -2.6882 -3.9930
H -3.2463 0.4886 3.3691
H -1.4149 3.8270 -1.4289
H -1.9452 2.9872 -2.9028
H 4.8029 -1.7318 -1.9897
H -4.3436 1.8201 0.6231
*
```

Computed properties:
E_HOMO in eV: -12.6
Energy relative to the best compared isomer or geometry (same formula, charge and spin) in kJ/mol: 140.9
Frontier orbital gap in eV: 10.4963
E_tot in eV: -58675.680



No. 2
C10H30O2P2SiSn as an isolated structure at a distorted geometry, computed with ωB97M-V/def2-TZVPD.

```
! wB97M-V def2-TZVPD RIJCOSX def2/J DEFGRID3
* xyz 0 1
Sn -0.2433 -0.0144 -0.0501
P 1.4778 -1.7934 1.5080
P -0.0187 3.2768 -0.5582
Si 1.6511 -0.6724 -2.2643
O -2.1473 -1.2120 2.3761
O 0.0711 2.0692 0.4072
C -1.0602 4.5140 0.1888
C -2.9636 -1.0216 1.4541
C 1.1309 -2.0712 3.2849
C 0.5483 -1.6826 -3.3876
C -3.1527 -2.0672 0.3462
C 3.3139 -1.9126 1.5886
C 1.1170 -3.4940 0.9037
C -3.5056 0.2947 1.1876
C 1.6369 3.8442 -0.9309
C -0.8149 2.7466 -2.0861
H 0.0738 -1.9189 3.4643
H -4.1335 0.2580 0.2544
H 0.0368 -3.6470 0.8576
H -0.4225 -1.2255 -3.6023
H 0.4162 -2.7172 -3.0475
H 0.6841 0.4915 -1.6150
H -2.2028 -2.1567 -0.2164
H -1.1348 3.6475 -2.6244
H 3.7506 -1.7305 0.6095
H -3.3135 -3.0342 0.8170
H 2.1653 4.1061 -0.0050
H 3.6431 -2.8945 1.9391
H 1.6912 -1.3567 3.8806
H -1.2480 5.3121 -0.5405
H 2.4099 0.5006 -2.7459
H -0.1063 2.1860 -2.7099
H -1.6910 2.1134 -1.8793
H -3.9734 -1.8341 -0.3415
H -4.0442 0.6494 2.0819
H 1.5467 -4.2376 1.5826
H 3.6984 -1.1558 2.2730
H 1.4081 -3.0775 3.5930
H 1.5258 -3.6462 -0.0955
H -2.0163 4.0538 0.4766
H 1.1883 -1.6490 -4.2788
H -2.6441 1.0078 1.1479
H -0.5734 4.9289 1.0814
H 2.2036 3.0657 -1.4582
H 2.4267 -1.5747 -1.2944
H 1.5944 4.7315 -1.5722
*
```

Computed properties:
E_HOMO (alpha / beta) in eV: -3.6 / -3.6
Energy relative to the best compared isomer or geometry (same formula, charge and spin) in kJ/mol: 214.7
Frontier orbital gap (alpha / beta) in eV: 4.0295 / 3.9439
E_tot in eV: -47234.117



No. 3
A 2-piece molecular cluster, C4H11NS overall at a distorted geometry, computed with ωB97M-V/def2-TZVPD.

```
! wB97M-V def2-TZVPD RIJCOSX def2/J DEFGRID3
* xyz -1 2
S 2.9419 2.6822 1.3565
N -2.9536 -2.6389 -1.0964
C 2.7289 1.4555 0.0690
C 1.2979 3.4711 1.4063
C -1.5833 -2.7634 -1.5774
C -3.1810 -2.7632 0.1367
H 3.7184 1.2493 -0.3354
H -2.3225 -2.8951 0.8039
H -1.4532 -1.8552 -2.1685
H 1.2059 4.0714 2.3034
H -1.4963 -3.6728 -2.1603
H -4.2223 -2.7368 0.4381
H -0.8607 -2.6349 -0.7587
H 2.1667 1.7694 -0.8055
H 2.2393 0.5630 0.4678
H 1.2041 4.0378 0.4855
H 0.5698 2.6605 1.4351
*
```

Computed properties:
E_HOMO (alpha / beta) in eV: 1.2 / -5.3
Energy relative to the best compared isomer or geometry (same formula, charge and spin) in kJ/mol: 223.1
Frontier orbital gap (alpha / beta) in eV: 2.0173 / 8.4714
Expectation value of S²: 0.75
E_tot in eV: -16649.170



No. 4
A 2-piece molecular cluster, C4H10NS overall at a distorted geometry, computed with ωB97M-V/def2-TZVPD.

```
! wB97M-V def2-TZVPD RIJCOSX def2/J DEFGRID3
* xyz 1 1
S 1.1844 0.2476 -2.2056
N -0.6341 -0.1144 0.3367
C 1.4909 0.0814 -0.5975
C 1.6035 -1.2301 -1.2049
C -0.2886 -0.0514 1.7349
C -1.3798 0.9726 -0.2586
H 0.8624 -1.9776 -1.0609
H -1.1499 1.3317 -1.3735
H -1.0552 -0.9077 0.0263
H -1.4559 1.8464 0.3931
H 0.1555 1.0004 1.9449
H -1.2403 -0.1066 2.1874
H 0.3023 -0.9228 1.8216
H 2.5006 -1.7880 -1.4978
H -2.4672 0.8344 -0.4323
H 1.5713 0.7839 0.1862
*
```

Computed properties:
E_HOMO (alpha / beta) in eV: -13.9 / -13.9
Energy relative to the best compared isomer or geometry (same formula, charge and spin) in kJ/mol: 388.8
Frontier orbital gap (alpha / beta) in eV: 8.4862 / 8.4852
E_tot in eV: -16624.937